1.
The following is a DFT calculation (wB97M-V/def2-TZVPD) of an isolated ion of composition C3H7N2 and charge +1 at a distorted geometry.

Structure (ORCA input):
```
! wB97M-V def2-TZVPD RIJCOSX def2/J DEFGRID3
* xyz 1 1
C 1.337 0.647 0.413
C -2.059 -0.214 0.363
C -0.858 -0.106 -0.590
N 0.401 0.212 -0.493
N 2.503 0.131 0.480
H -2.865 -0.623 -0.176
H -2.356 0.813 0.613
H -1.929 -0.595 1.375
H -1.091 -0.335 -1.589
H 0.881 0.063 -1.373
H 3.243 0.656 0.979
H 2.793 -0.650 -0.002
*
```

Results
- HOMO: -13.56 eV

***

2.
The following is a DFT calculation (wB97M-V/def2-TZVPD) of a 3-piece molecular cluster, C3H11NO3 overall at a distorted geometry.

Structure (ORCA input):
```
! wB97M-V def2-TZVPD RIJCOSX def2/J DEFGRID3
* xyz 0 1
C -1.351 -0.636 -1.003
C -0.302 -1.400 -0.281
C 1.013 -0.554 -0.490
N 2.115 -0.956 -1.247
O 1.094 0.534 -0.018
H -1.266 0.457 -0.544
H -1.335 -0.533 -2.021
H -2.437 -0.979 -0.804
H -0.264 -2.516 -0.552
H -0.582 -1.258 0.748
H 2.058 -1.728 -1.881
H 2.952 -0.385 -1.244
O -1.102 2.499 0.413
H -0.426 2.420 1.044
H -1.213 3.306 0.051
O 0.026 0.491 2.762
H 0.132 0.632 1.818
H 0.889 0.606 3.248
*
```

Results
- HOMO: -10.07 eV
- Structure (SMILES): CCC(N)=O.O.O

***

3.
The following is a DFT calculation (wB97M-V/def2-TZVPD) of C12H40BNa2O12 as an isolated structure at a distorted geometry.

Structure (ORCA input):
```
! wB97M-V def2-TZVPD RIJCOSX def2/J DEFGRID3
* xyz 1 1
Na 0.101 -1.569 -2.583
Na 3.181 -0.511 -0.889
B 0.785 0.455 -0.279
H -0.068 1.112 -0.356
H 0.553 -0.503 0.161
H 1.071 0.236 -1.296
H 1.546 0.854 0.373
C -3.880 0.435 -2.984
C -2.486 1.105 -2.820
O -1.391 0.277 -2.528
O -4.371 0.038 -1.704
H -3.777 -0.353 -3.730
H -4.538 1.263 -3.252
H -2.539 1.834 -2.012
H -2.205 1.623 -3.737
H -0.927 0.662 -1.782
H -5.324 -0.068 -1.726
C -2.724 0.153 1.583
C -1.636 0.926 2.291
O -1.892 1.282 3.650
O -3.713 1.056 1.161
H -3.228 -0.553 2.244
H -2.477 -0.434 0.698
H -1.275 1.727 1.645
H -0.757 0.353 2.586
H -2.840 1.426 3.691
H -3.568 0.933 0.221
C 5.197 2.065 0.051
C 6.018 0.786 0.400
O 5.101 -0.275 0.931
O 3.901 1.837 -0.638
H 5.748 2.774 -0.567
H 4.999 2.638 0.957
H 6.852 0.996 1.070
H 6.371 0.351 -0.535
H 4.814 0.024 1.798
H 3.286 2.558 -0.482
C 0.372 -2.705 2.186
C 0.571 -4.226 2.340
O 0.375 -4.778 1.064
O 1.574 -2.108 1.633
H 0.319 -2.401 3.231
H -0.597 -2.410 1.783
H -0.152 -4.697 3.005
H 1.536 -4.363 2.829
H 1.040 -4.382 0.496
H 1.332 -1.234 1.317
C -2.419 -3.629 -2.798
C -1.837 -3.622 -1.450
O -1.437 -2.344 -0.856
O -1.501 -3.239 -3.764
H -3.345 -3.075 -2.951
H -2.592 -4.704 -2.852
H -0.957 -4.261 -1.381
H -2.514 -4.080 -0.729
H -2.096 -1.646 -0.851
H -1.553 -3.988 -4.363
C 0.259 4.661 0.989
C 1.518 3.791 0.532
O 1.924 2.837 1.419
O 0.491 5.128 2.345
H -0.691 4.157 0.814
H 0.136 5.492 0.294
H 2.405 4.422 0.573
H 1.439 3.291 -0.433
H 1.389 2.071 1.196
H 1.105 4.529 2.775
*
```

Results
- HOMO: -11.89 eV

***

4.
The following is a DFT calculation (wB97M-V/def2-TZVPD) of an isolated ion of composition C5H12NO2 and charge -1 at a distorted geometry.

Structure (ORCA input):
```
! wB97M-V def2-TZVPD RIJCOSX def2/J DEFGRID3
* xyz -1 1
C -1.777 -0.185 -0.854
C -0.238 -0.058 -0.424
C -0.299 0.862 0.835
C 1.004 1.560 1.188
O 0.698 2.741 1.937
N 0.667 -1.141 -0.164
C 0.977 -2.072 -1.346
O 0.067 -2.028 -2.298
H -2.478 -0.573 -0.128
H -2.050 0.832 -1.132
H -1.835 -0.880 -1.702
H 0.247 0.529 -1.209
H -1.213 1.487 0.833
H -0.604 0.272 1.741
H 1.615 0.808 1.699
H 1.781 1.819 0.459
H 0.048 2.469 2.588
H 0.309 -1.661 0.636
H 1.984 -1.697 -1.757
H 1.097 -3.083 -0.905
*
```

Results
- HOMO: -2.46 eV
- Structure (SMILES): C[C@@H](CCO)NC[O-]

***

5.
The following is a DFT calculation (wB97M-V/def2-TZVPD) of C7H8ClN3S as an isolated structure at a distorted geometry.

Structure (ORCA input):
```
! wB97M-V def2-TZVPD RIJCOSX def2/J DEFGRID3
* xyz 0 1
C 2.349 0.376 -0.180
C -0.159 0.409 -0.652
C -0.254 -0.947 -0.985
C -1.682 -1.454 -0.790
C -2.726 -0.610 -0.417
C -2.447 0.772 -0.197
C -1.158 1.222 -0.118
H 0.871 -1.603 1.587
H 0.690 0.271 2.082
H 3.548 -0.236 1.281
H 1.209 1.892 -1.048
H 0.608 -1.439 -1.343
H -1.921 -2.453 -0.777
H -3.738 -1.104 -0.314
H -3.306 1.186 0.317
N 1.563 -0.676 2.005
N 2.465 -0.464 0.907
N 1.166 1.011 -0.699
S 3.803 0.977 -0.952
Cl -0.884 2.870 0.295
*
```

Results
- HOMO: -8.20 eV

***

6.
The following is a DFT calculation (wB97M-V/def2-TZVPD) of a 9-piece molecular cluster, H18O9 overall at a distorted geometry.

Structure (ORCA input):
```
! wB97M-V def2-TZVPD RIJCOSX def2/J DEFGRID3
* xyz 0 1
O -1.200 -2.594 0.167
H -0.435 -2.924 0.384
H -1.319 -2.664 -0.738
O 0.917 1.050 -2.905
H 1.499 1.085 -2.179
H 0.029 1.121 -2.567
O -2.166 1.258 1.647
H -1.344 1.106 1.186
H -2.363 0.347 1.793
O 0.974 0.979 2.757
H 1.245 1.760 2.128
H 0.135 0.981 3.018
O -1.193 3.535 -0.812
H -0.535 2.960 -0.300
H -0.757 4.517 -1.089
O 2.639 0.023 -0.442
H 2.908 -0.817 -0.786
H 2.885 0.017 0.494
O -2.235 -2.201 -2.278
H -2.762 -1.506 -2.147
H -1.506 -1.922 -2.802
O 2.209 -1.837 1.919
H 1.689 -2.453 1.142
H 1.665 -1.324 2.426
O -0.510 0.106 -0.209
H -0.913 -0.764 0.025
H 0.444 0.160 0.169
*
```

Results
- HOMO: -11.03 eV
- Structure (SMILES): O.O.O.O.O.O.O.O.O

***

Energy above the lowest of the compared OMol25 structures with the same formula, charge and spin (kJ/mol)
248.28 135.39 325.14 354.07 364.86 442.71
E (hartree)
-227.6598 -401.3615 -1733.1708 -402.8946 -1294.0351 -687.8572
HOMO-LUMO gap (eV)
8.1546 10.9094 8.0187 5.8210 8.3275 10.7938